Record 1
Here is a cluster of 10 separate species, C40H98F24N6O4P4 in total from the OMol25 dataset. Energies are from ωB97M-V with the def2-TZVPD basis set.

Geometry as XYZ:
```
176
Properties=species:S:1:pos:R:3:forces:R:3
C 4.568 5.502 0.403 -0.87 0.03 0.42
C 3.237 5.181 -0.254 1.14 -1.14 0.00
O 2.860 4.111 -0.641 0.10 1.15 0.11
N 2.224 6.325 -0.284 1.15 -0.84 -0.92
H 1.553 5.828 0.284 -1.65 0.57 0.88
H 2.655 7.112 0.181 -0.38 0.45 0.31
C 1.628 6.645 -1.658 0.06 -0.80 1.32
H 4.394 5.853 1.420 -0.46 0.29 0.18
H 5.067 6.338 -0.086 0.23 -0.27 -0.26
H 5.159 4.611 0.614 0.14 -0.06 -0.78
H 0.871 7.415 -1.509 0.35 0.13 -0.16
H 1.105 5.720 -1.900 0.16 0.15 -0.54
H 2.477 6.888 -2.297 -0.48 0.12 -0.18
C -7.230 1.752 0.348 0.19 0.77 -1.14
N -6.450 3.013 -0.212 -0.78 -1.07 0.17
C -6.819 3.048 -1.731 0.03 0.74 0.63
C -7.002 4.308 0.490 1.25 -1.04 -1.09
C -4.887 2.852 -0.029 -1.46 -0.96 0.04
C -4.458 2.627 1.438 1.87 2.00 -0.35
O -5.291 1.836 2.198 -1.07 -1.08 0.41
H -8.048 1.624 -0.361 -0.18 0.09 0.34
H -7.604 1.896 1.362 0.37 0.16 -0.24
H -6.617 0.855 0.263 0.18 0.36 0.18
H -7.891 3.219 -1.832 -0.02 0.01 0.43
H -6.610 2.128 -2.276 0.45 -0.09 0.55
H -6.340 3.890 -2.231 0.39 -0.11 0.25
H -6.520 4.388 1.464 -0.07 -0.02 -0.14
H -8.087 4.285 0.588 0.17 -0.27 -0.21
H -6.674 5.094 -0.191 -0.16 0.26 0.39
H -4.415 3.651 -0.602 0.12 0.32 0.62
H -4.621 1.944 -0.570 -0.43 -0.09 -0.26
H -4.217 3.558 1.951 -0.64 0.48 -0.11
H -3.455 2.201 1.467 0.23 -0.22 -0.84
H -4.735 1.340 2.803 -0.24 0.05 0.14
C 2.287 0.016 0.541 -0.61 1.48 0.74
N 1.125 0.501 1.491 -0.28 -1.77 -0.51
C 1.086 -0.694 2.503 -0.14 1.43 -0.16
C 1.441 1.876 2.134 -1.32 -1.97 -0.90
C -0.262 0.544 0.686 2.20 0.05 0.75
C -0.240 1.367 -0.624 -0.90 -0.79 0.47
O 0.667 0.889 -1.631 -0.69 0.07 1.02
H 2.547 0.865 -0.092 -0.20 -0.26 -0.19
H 1.939 -0.854 -0.016 0.07 0.18 0.13
H 3.159 -0.166 1.170 -0.14 -0.18 0.02
H 0.733 -1.588 1.987 0.20 0.10 0.03
H 0.451 -0.475 3.361 -0.28 0.22 -0.22
H 2.092 -0.832 2.898 -0.03 -0.06 -0.25
H 0.490 2.180 2.571 0.23 0.12 0.42
H 1.583 2.523 1.268 0.78 0.20 0.47
H 2.226 1.664 2.859 0.26 0.76 -0.37
H -1.046 0.885 1.363 0.33 0.83 0.13
H -0.543 -0.507 0.627 0.42 -0.14 -0.98
H -0.224 2.450 -0.503 0.73 0.08 0.45
H -1.288 1.238 -0.896 -0.17 -0.19 -0.74
H 0.250 1.102 -2.469 -0.27 0.11 -0.16
C -0.674 -2.816 5.892 -2.00 0.26 1.21
N -0.767 -1.915 7.154 -0.33 2.44 -2.23
C -0.077 -0.658 6.680 1.77 -0.08 1.55
C -2.216 -1.378 7.519 1.30 -2.62 -0.69
C -0.162 -2.615 8.349 0.41 1.03 0.43
C 1.348 -2.291 8.666 -0.98 -1.01 -0.65
O 2.137 -2.676 7.502 -1.23 0.41 1.44
H -1.030 -2.237 5.040 0.50 0.17 0.01
H -1.468 -3.544 6.053 0.52 -0.66 -0.09
H 0.334 -3.220 5.791 -0.23 0.02 0.10
H -0.573 -0.059 5.917 -0.54 -0.67 0.08
H 0.909 -0.968 6.335 -0.01 0.24 -0.07
H 0.055 -0.035 7.565 0.07 0.19 -0.13
H -2.551 -2.370 7.822 -1.48 0.58 0.19
H -2.694 -0.973 6.627 0.10 -0.37 0.01
H -2.257 -0.636 8.316 0.67 -0.27 0.02
H -0.336 -3.689 8.289 0.45 -0.06 -0.83
H -0.863 -2.379 9.150 0.66 0.52 0.52
H 1.468 -2.893 9.566 0.68 -0.62 -0.18
H 1.589 -1.301 9.054 -0.40 0.41 -0.64
H 3.008 -2.280 7.584 0.28 -0.06 0.03
C -0.187 -6.470 -2.232 -0.48 0.47 -0.73
C -1.652 -6.896 -2.077 -2.00 -0.59 1.37
C -2.806 -5.889 -1.664 1.66 1.56 0.27
C -2.473 -5.232 -0.278 -0.79 -0.98 0.02
N -3.579 -4.239 0.295 1.63 -0.86 -3.43
C -2.992 -3.286 1.445 -1.79 -2.45 0.94
C -4.178 -3.323 2.440 0.98 0.75 -0.16
C -4.761 -4.726 2.365 1.23 -0.66 0.24
C -4.776 -5.080 0.838 0.15 2.35 2.26
C -4.068 -3.439 -1.022 -0.26 1.00 3.96
C -3.020 -2.498 -1.555 -0.18 -0.48 -0.85
C -3.634 -1.114 -1.893 0.47 0.11 -0.38
H 0.400 -6.170 -1.364 -0.50 -0.18 0.38
H -0.162 -5.628 -2.923 0.11 0.19 -0.13
H 0.381 -7.256 -2.729 -0.15 -0.14 0.12
H -1.815 -7.676 -1.333 0.74 -0.37 0.14
H -2.089 -7.360 -2.961 0.61 0.09 -0.42
H -3.816 -6.298 -1.677 0.25 -0.58 0.08
H -2.800 -5.126 -2.443 -0.08 0.25 0.00
H -1.471 -4.804 -0.307 -0.32 0.61 0.12
H -2.414 -6.051 0.439 0.04 0.11 0.28
H -2.645 -2.257 1.340 -0.28 -0.19 -1.43
H -2.170 -3.852 1.883 0.13 -0.17 -0.26
H -4.810 -2.464 2.217 -0.57 -0.29 -0.03
H -3.719 -3.120 3.408 -0.32 -0.07 0.27
H -5.694 -4.894 2.904 -0.23 0.26 -0.50
H -4.045 -5.327 2.926 0.14 -0.40 -0.21
H -5.707 -4.554 0.625 0.11 -0.28 -1.31
H -4.782 -6.135 0.564 0.35 0.36 -0.12
H -4.731 -2.828 -0.408 -0.98 0.20 -0.95
H -4.577 -4.068 -1.752 0.13 -0.11 0.52
H -2.654 -3.046 -2.423 0.29 0.75 -0.50
H -2.138 -2.467 -0.916 -0.20 0.35 0.28
H -2.866 -0.344 -1.966 0.12 -0.06 -0.13
H -4.378 -0.719 -1.201 0.11 -0.42 0.60
H -4.170 -1.086 -2.842 0.21 -0.33 -0.17
C 7.056 -1.716 -6.689 0.63 -1.94 -0.32
C 6.251 -0.947 -7.685 -0.02 1.21 0.93
C 4.904 -0.563 -6.971 -1.18 1.92 -0.70
C 4.960 0.734 -6.086 1.29 -1.29 0.72
N 3.843 0.995 -5.062 0.52 -0.16 -0.30
C 4.079 2.319 -4.330 -0.13 -0.02 -1.08
C 2.677 2.669 -3.767 1.50 0.43 0.42
C 1.661 1.973 -4.675 0.25 1.27 0.18
C 2.482 1.279 -5.758 0.43 -1.49 1.05
C 3.734 -0.130 -4.016 0.38 -1.72 -0.16
C 5.083 -0.757 -3.443 -0.57 1.51 -1.16
C 4.988 -1.714 -2.255 -1.41 1.32 -0.91
H 7.739 -2.344 -7.259 0.01 -0.37 0.10
H 6.329 -2.367 -6.203 0.69 -0.31 0.68
H 7.759 -1.203 -6.032 -0.70 0.44 0.34
H 6.162 -1.512 -8.613 -0.68 -0.01 0.23
H 6.966 -0.158 -7.921 -0.88 0.96 -0.41
H 4.497 -1.406 -6.412 0.28 -0.09 0.05
H 4.094 -0.228 -7.619 0.05 -0.80 -0.91
H 5.063 1.606 -6.732 -0.20 0.04 0.20
H 5.872 0.596 -5.505 0.02 0.64 0.27
H 4.967 2.258 -3.700 -0.45 -0.31 0.50
H 4.406 2.981 -5.132 -0.33 0.29 -0.03
H 2.636 2.375 -2.718 -0.24 -0.21 -0.09
H 2.472 3.740 -3.764 0.43 0.04 -0.07
H 1.031 1.427 -3.974 -0.05 -0.63 -1.21
H 1.077 2.787 -5.106 -0.35 -0.59 -0.13
H 2.117 0.313 -6.107 -0.19 0.06 0.12
H 2.679 1.873 -6.651 0.09 0.29 0.32
H 3.240 -0.972 -4.502 -0.42 0.24 -0.19
H 3.091 0.217 -3.208 0.09 0.17 -0.08
H 5.620 0.148 -3.161 0.77 -0.33 0.09
H 5.582 -1.322 -4.230 0.22 0.59 -0.25
H 5.981 -1.719 -1.806 -0.44 -0.53 0.32
H 4.570 -2.656 -2.608 0.54 -0.27 0.30
H 4.204 -1.256 -1.651 0.35 -0.28 0.94
P 6.354 1.831 2.376 1.65 -3.59 2.91
F 6.273 1.339 3.963 -0.86 0.53 -0.88
F 6.844 0.264 2.044 -0.71 1.32 -0.35
F 4.757 1.353 2.142 0.36 -0.53 -0.55
F 6.568 2.233 0.862 -0.48 0.36 -0.66
F 5.681 3.220 2.747 0.75 1.35 0.05
F 7.914 2.219 2.730 -1.35 0.62 -0.78
P -1.158 5.830 1.686 0.04 0.43 0.85
F 0.098 6.917 1.979 -1.63 -0.98 -0.12
F -0.782 4.988 3.014 0.44 0.92 0.33
F -2.341 6.715 2.503 2.17 -1.28 -1.45
F -2.191 4.588 1.417 -0.65 0.81 -0.88
F -1.463 6.576 0.278 -0.23 -0.51 1.06
F -0.021 4.891 0.857 0.38 0.26 -0.13
P -2.351 3.466 -4.240 -0.09 -0.17 -0.27
F -3.501 2.437 -4.865 1.14 0.64 1.08
F -1.109 2.548 -4.800 -0.64 -0.25 -0.53
F -2.401 4.314 -5.564 -0.30 0.03 -0.89
F -1.250 4.496 -3.695 0.88 0.26 0.88
F -3.473 4.399 -3.531 -0.39 -0.79 -0.01
F -2.200 2.561 -2.870 -0.66 -0.04 0.26
P 1.025 -5.384 3.417 2.87 -3.22 -0.15
F 1.582 -6.995 3.435 -1.14 1.89 -0.16
F -0.486 -5.931 3.147 0.45 0.84 0.03
F 0.854 -5.511 5.065 -0.75 0.89 -1.35
F 0.472 -3.798 3.380 0.13 -0.97 0.16
F 2.550 -4.924 3.647 -0.56 0.81 0.44
F 1.400 -5.328 1.797 -1.53 0.29 0.81
```
Positions in Å, forces in eV/Å.

Values from the calculation:
Charge: +2
Relative energy (zero: lowest compared OMol25 entry of this formula, charge and spin), kcal/mol: 0.00
Frontier orbital gap, eV: 8.75

Record 2
Here is a cluster of 10 separate species, C40H99BN9O17 in total from the OMol25 dataset. Energies are from ωB97M-V with the def2-TZVPD basis set.

Geometry as XYZ:
```
166
Properties=species:S:1:pos:R:3:forces:R:3
O 1.653 -1.007 -3.152 -3.43 1.78 3.43
C 0.829 -0.560 -2.285 4.21 -0.55 -2.27
O -0.346 -0.947 -2.012 -2.36 -1.48 0.05
B -1.015 -0.161 -0.930 0.48 -0.28 0.02
O 0.021 0.860 -0.522 -0.59 -1.78 -0.51
C 1.068 0.590 -1.276 3.81 2.46 -0.39
O 2.120 1.231 -1.247 -1.87 -1.17 0.13
O -1.497 -1.091 0.172 0.07 1.40 -0.31
C -2.720 -0.724 0.504 -2.74 -1.95 1.14
O -3.446 -1.271 1.361 2.30 1.96 -2.35
C -3.247 0.340 -0.573 -1.16 1.91 -0.35
O -2.170 0.506 -1.456 -3.01 0.12 1.58
O -4.347 0.935 -0.592 4.30 -2.40 -0.18
C 2.120 -3.375 -10.199 0.36 0.58 0.52
C 2.591 -2.494 -9.007 -1.35 -2.69 -2.30
C 3.816 -1.755 -9.368 0.24 1.17 -0.30
O 3.591 -0.917 -10.530 -0.23 0.08 0.89
C 4.610 -0.811 -11.472 0.68 -0.55 -0.75
N 1.444 -1.733 -8.607 0.00 0.32 0.72
H 1.457 -4.107 -9.738 -0.08 -0.30 -0.53
H 3.023 -3.834 -10.601 -0.30 -0.35 -0.33
H 1.591 -2.786 -10.949 0.11 -0.08 -0.04
H 2.765 -3.322 -8.320 1.02 0.40 0.82
H 4.637 -2.442 -9.574 0.10 -0.05 0.16
H 3.985 -1.180 -8.458 0.91 0.70 -0.24
H 5.572 -0.389 -11.179 0.01 0.25 0.84
H 4.321 -0.210 -12.334 -0.63 0.16 0.28
H 4.872 -1.776 -11.906 -0.05 -0.50 0.01
H 1.571 -1.532 -7.626 -0.15 0.63 0.34
H 0.720 -2.436 -8.587 -0.67 0.22 -0.07
C 2.941 4.274 -5.813 -0.39 -0.01 0.76
C 1.936 3.465 -6.644 -0.47 -0.63 -1.01
C 0.447 3.445 -6.186 0.26 1.49 0.19
O -0.385 2.547 -6.877 0.75 -0.20 -1.20
C -1.731 2.595 -6.469 0.62 0.38 1.57
N 2.161 3.769 -8.098 -0.18 0.47 0.97
H 2.970 5.363 -5.852 -0.97 0.25 -0.49
H 3.950 4.058 -6.165 0.07 -0.62 0.35
H 2.800 4.062 -4.753 0.47 -0.30 0.11
H 2.244 2.420 -6.623 0.06 -0.15 0.53
H 0.019 4.447 -6.197 -0.11 0.68 -0.99
H 0.394 3.374 -5.099 0.31 -1.23 0.46
H -1.639 2.368 -5.407 -0.96 -0.25 0.37
H -2.412 1.900 -6.961 0.67 -0.17 -0.26
H -2.164 3.594 -6.526 0.05 0.32 -0.30
H 3.171 3.759 -8.088 0.52 -0.59 -0.72
H 2.064 4.772 -8.167 -0.71 0.56 -0.31
C -2.213 -1.117 7.745 0.57 0.07 -0.82
C -1.661 -2.415 8.265 -0.45 0.21 0.01
C -0.561 -2.328 9.314 -0.55 0.49 1.27
O -0.330 -3.649 9.749 0.80 -1.93 0.86
C 0.619 -3.940 10.843 0.20 1.96 -1.85
N -2.854 -3.124 8.790 1.35 0.44 0.42
H -1.407 -0.468 7.404 -0.19 0.33 -0.20
H -2.904 -0.608 8.418 0.39 -0.12 0.32
H -2.825 -1.445 6.905 0.01 0.49 -0.30
H -1.205 -3.016 7.478 0.01 0.17 -0.45
H -0.907 -1.754 10.173 -0.36 0.28 0.32
H 0.307 -1.760 8.980 0.38 -0.42 -0.49
H 0.473 -3.197 11.627 -0.10 -0.29 0.33
H 1.605 -3.766 10.411 0.29 0.23 0.11
H 0.693 -4.968 11.198 -1.15 0.02 -0.26
H -3.138 -3.758 8.057 -0.13 -0.49 0.40
H -2.346 -3.586 9.531 -1.08 -1.42 0.32
C -7.808 -0.744 5.012 1.85 -0.30 -0.16
C -7.711 0.647 5.713 -0.99 -1.75 -1.08
C -6.762 1.647 5.029 0.04 -1.53 0.90
O -6.659 2.701 5.956 0.19 2.28 -1.15
C -6.131 3.933 5.327 -1.24 -1.26 0.72
N -9.105 1.091 5.689 0.07 0.97 -0.21
H -6.792 -1.092 4.830 0.27 -0.26 -0.02
H -8.283 -0.788 4.032 -0.13 0.87 0.01
H -8.283 -1.572 5.538 -0.18 0.46 0.69
H -7.405 0.555 6.755 0.50 -0.24 -0.04
H -7.096 1.837 4.009 -0.48 0.84 0.02
H -5.761 1.239 4.891 0.12 -0.52 0.05
H -6.449 4.777 5.938 0.32 -0.16 0.28
H -6.657 4.059 4.380 0.39 -0.02 -0.29
H -5.047 3.872 5.227 -0.05 0.08 -0.14
H -9.088 2.100 5.656 -0.43 0.26 0.39
H -9.543 0.784 6.546 -0.23 0.26 0.03
C 10.030 -3.379 -2.778 0.47 0.53 1.47
C 9.264 -2.164 -3.246 -0.56 -1.10 -1.24
C 8.268 -1.655 -2.232 1.34 -0.43 0.02
O 9.027 -0.941 -1.218 -2.30 -0.53 -1.23
C 8.093 -0.585 -0.220 0.78 0.22 0.94
N 10.132 -1.131 -3.752 0.96 0.50 -0.16
H 10.895 -3.638 -3.389 -0.34 -0.19 -0.36
H 9.335 -4.201 -2.602 0.20 -0.18 -0.35
H 10.453 -3.136 -1.803 0.15 -0.06 0.21
H 8.744 -2.540 -4.128 -1.00 -0.15 0.05
H 7.723 -2.489 -1.789 0.18 -0.33 0.32
H 7.473 -1.140 -2.771 0.14 1.14 0.34
H 7.152 -0.177 -0.589 0.16 0.36 -0.27
H 8.639 0.109 0.419 -0.40 0.28 0.06
H 7.816 -1.429 0.411 0.03 -0.41 0.00
H 9.609 -0.475 -4.314 -0.35 0.36 0.23
H 10.692 -1.592 -4.455 0.52 0.00 -0.04
C -2.913 -8.052 4.353 -1.31 -0.75 0.32
C -3.557 -7.520 3.064 2.06 0.14 -0.20
C -5.040 -7.168 3.027 -1.58 -0.64 0.47
O -5.850 -8.159 3.678 0.88 -1.57 0.42
C -7.197 -7.848 4.003 1.27 1.14 -0.80
N -2.691 -6.358 2.734 -0.88 0.23 -0.34
H -2.828 -7.270 5.107 -0.66 -0.06 0.24
H -1.906 -8.469 4.364 0.12 0.25 -1.21
H -3.538 -8.906 4.611 -0.18 0.18 0.96
H -3.455 -8.285 2.294 0.33 -0.05 -0.06
H -5.353 -7.193 1.983 0.13 0.35 -0.36
H -5.321 -6.187 3.409 0.43 0.31 0.33
H -7.844 -8.708 4.178 0.58 -0.28 -0.03
H -7.556 -7.316 3.122 -0.77 0.38 0.27
H -7.132 -7.225 4.896 -0.69 0.27 0.02
H -3.140 -5.592 3.215 0.33 0.49 0.48
H -2.758 -6.032 1.781 -0.05 -0.37 -0.52
C -4.534 -3.267 -6.649 -1.00 0.53 0.75
C -3.331 -3.946 -6.070 0.43 -0.08 2.53
C -3.617 -4.905 -4.851 -0.17 0.63 -0.02
O -2.407 -5.502 -4.376 0.00 1.10 -0.54
C -2.571 -6.246 -3.189 -0.30 0.09 -0.53
N -2.705 -4.705 -7.084 0.29 -0.98 -0.78
H -5.153 -3.974 -7.202 -0.06 -0.12 -0.03
H -4.356 -2.412 -7.301 0.57 -0.24 -0.08
H -5.143 -2.857 -5.843 -0.22 -0.05 0.10
H -2.658 -3.257 -5.560 0.26 0.52 -0.55
H -4.288 -5.736 -5.068 -0.53 0.02 -0.37
H -4.064 -4.254 -4.100 -0.11 -0.21 0.53
H -1.587 -6.359 -2.736 -0.18 -0.06 0.03
H -3.009 -7.208 -3.454 0.06 -0.38 0.21
H -3.271 -5.749 -2.517 0.14 0.14 0.27
H -2.107 -5.348 -6.586 0.85 -0.08 -0.12
H -3.509 -5.301 -7.215 0.00 -0.83 -1.42
C -0.767 5.354 7.425 -0.60 -0.68 -0.03
C 0.653 4.990 6.995 -0.44 1.64 -0.25
C 0.599 4.430 5.595 -0.04 -0.94 -0.88
O 0.157 5.420 4.649 -0.25 -0.72 0.22
C -0.375 4.898 3.424 0.30 0.35 -0.23
N 1.375 6.251 7.059 0.12 0.18 0.22
H -1.249 4.404 7.653 -0.52 0.28 0.61
H -1.367 5.803 6.633 0.38 -0.29 -0.69
H -0.853 6.161 8.153 0.43 -0.72 0.74
H 1.203 4.276 7.608 -0.54 -0.15 0.34
H -0.006 3.526 5.516 -0.89 0.13 0.28
H 1.558 3.950 5.398 0.75 0.75 -0.72
H -0.825 5.689 2.824 0.65 0.62 0.20
H -1.244 4.241 3.460 0.23 -0.65 0.96
H 0.435 4.438 2.859 -0.14 -0.19 -0.17
H 1.047 6.793 6.272 0.64 0.39 -0.08
H 2.378 6.191 7.164 -0.06 -0.01 -0.56
C 2.946 10.771 0.913 -0.22 0.24 0.69
C 4.032 9.740 0.674 0.75 -0.29 -0.65
C 3.869 8.411 1.393 -1.66 -1.22 -0.39
O 4.888 7.487 1.020 0.45 -0.97 0.77
C 4.701 6.083 1.442 -0.54 1.33 -0.20
N 4.095 9.452 -0.762 0.19 -0.39 -0.40
H 3.154 11.758 0.500 0.62 -0.08 -0.07
H 2.812 10.914 1.986 -0.25 0.06 0.13
H 1.991 10.539 0.442 0.05 -0.62 0.16
H 5.013 10.086 0.999 0.06 0.54 0.23
H 2.960 7.927 1.037 -0.65 0.21 -0.27
H 3.648 8.511 2.456 0.82 0.14 0.41
H 4.804 5.961 2.520 0.60 0.16 0.05
H 5.371 5.453 0.857 0.23 0.35 0.25
H 3.696 5.699 1.263 -0.33 0.39 -0.47
H 4.293 8.464 -0.832 -0.14 -0.33 -0.24
H 4.927 9.844 -1.179 0.01 0.46 -0.02
```
Positions in Å, forces in eV/Å.

Values from the calculation:
Charge: -1
Relative energy (zero: lowest compared OMol25 entry of this formula, charge and spin), kcal/mol: 127.65
Frontier orbital gap, eV: 9.21

Among the records above, which one has the lowest charge?
C40H99BN9O17